The following is a quantum chemistry calculation of the molecule C3H6N2OSi, from OMol25.

Each line ends with the Mulliken charge.
Element x y z (Å)
Si1 -2.4455 -0.1605 0.0164  0.53
O1 -1.2216 0.9936 -0.1776  -0.35
N1 0.0434 0.5084 -0.1737  0.84
C1 1.2155 1.1770 -0.0664  -0.42
C2 2.2211 0.2405 0.0868  -0.52
C3 1.5570 -0.9767 0.0149  -0.14
N2 0.2336 -0.8195 -0.1928  -0.70
H1 -1.8990 -0.9455 1.1125  -0.08
H2 -3.7781 0.4671 0.1738  -0.14
H3 -2.4798 -0.9575 -1.1188  -0.12
H4 1.3030 2.2287 0.1571  0.40
H5 3.3206 0.2551 0.2105  0.33
H6 1.9299 -2.0106 -0.0426  0.39

The calculation puts the HOMO energy at -9.19 eV. The structure (SMILES) is [SiH3]On1cccn1. The orbital gap comes out at 10.2 eV. The LUMO energy is 0.96 eV.

---

The following is a quantum chemistry calculation of the molecule C3H7NO2, from OMol25.

Each line ends with the Mulliken charge.
Element x y z (Å)
O1 0.9293 0.6281 1.7180  -0.53
C1 1.0954 -0.1427 0.5693  0.14
N1 0.8956 0.5882 -0.6409  -0.41
C2 -0.5578 0.6891 -0.7194  -0.56
C3 -1.0438 -0.6750 -0.2179  -0.30
O2 -0.0194 -1.0936 0.6908  -0.51
H1 0.1476 0.1620 2.0539  0.36
H2 2.0913 -0.6144 0.5496  0.35
H3 1.2637 0.0432 -1.4191  0.29
H4 -0.8715 1.4821 -0.0317  0.26
H5 -0.8922 0.9314 -1.7274  0.38
H6 -2.0368 -0.6003 0.2507  0.27
H7 -1.1069 -1.4222 -1.0163  0.28

The calculation puts the HOMO energy at -9.93 eV. The structure (SMILES) is O[C@@H]1NCCO1. The orbital gap comes out at 10.8 eV. The LUMO energy is 0.90 eV.

---

The following is a quantum chemistry calculation of a structure of composition C33H41IrN5Se, from OMol25.

Each line ends with the Mulliken charge.
Element x y z (Å)
Ir1 -0.2093 -0.6089 -0.3197  1.68
N1 -3.0033 -1.7152 1.9556  -0.29
N2 -2.2855 0.7692 -0.7000  0.56
C1 1.2368 -1.1917 -1.6872  0.37
C2 -0.0105 -1.8876 -1.9541  0.16
C3 -0.3453 -2.6592 -0.7857  -0.07
C4 -1.5243 -3.5761 -0.6234  -1.08
H1 -2.2504 -3.4457 -1.4427  0.33
H2 -2.0489 -3.3879 0.3297  0.30
H3 -1.1895 -4.6306 -0.6417  0.27
C5 0.6556 -2.4305 0.2149  0.40
C6 0.6952 -3.0691 1.5740  -0.67
H4 1.1897 -4.0596 1.5360  0.27
H5 -0.3247 -3.2108 1.9669  -0.10
H6 1.2486 -2.4445 2.2943  0.37
C7 1.6502 -1.5353 -0.3568  0.46
C8 2.9283 -1.1080 0.3082  -1.04
H7 2.7995 -0.9861 1.3960  0.02
H8 3.2882 -0.1478 -0.0968  0.30
H9 3.7217 -1.8619 0.1439  0.30
C9 -0.7700 -1.8666 -3.2500  -1.20
H10 -0.5069 -2.7339 -3.8860  0.32
H11 -0.5430 -0.9539 -3.8240  0.24
H12 -1.8603 -1.8963 -3.0828  0.34
C10 2.0173 -0.3674 -2.6702  -1.20
H13 2.6189 0.4037 -2.1632  0.24
H14 1.3566 0.1503 -3.3832  0.13
H15 2.7100 -1.0049 -3.2543  0.28
C11 -3.3443 -1.7875 3.2492  -0.84
H16 -3.5552 -2.7956 3.6338  0.72
C12 -3.4465 -0.6750 4.0959  -0.44
H17 -3.7353 -0.7952 5.1447  0.35
C13 -3.1671 0.5873 3.5497  -0.63
H18 -3.2301 1.4894 4.1684  0.39
C14 -2.8001 0.6813 2.2068  -0.35
H19 -2.5562 1.6492 1.7582  0.24
C15 -2.7220 -0.4978 1.4277  -0.69
C16 -2.2754 -0.5077 0.0219  0.42
H20 -2.7855 -1.2883 -0.5607  0.72
C17 -1.0295 0.9131 -1.1808  -1.89
C18 -3.1435 1.7746 -1.1339  -0.75
H21 -4.1907 1.8426 -0.8452  0.59
C19 -2.3755 2.5847 -1.9308  -0.76
H22 -2.6166 3.5003 -2.4670  0.52
N3 -1.0751 2.0408 -1.9611  0.80
C20 0.0104 2.5500 -2.7504  -0.70
C21 -0.0796 2.4777 -4.1578  1.29
C22 1.0113 2.9407 -4.9131  -0.86
H23 0.9600 2.8757 -6.0064  0.22
C23 2.1659 3.4635 -4.3073  0.80
C24 3.3191 3.9752 -5.1407  -1.46
H24 4.2898 3.7245 -4.6797  0.34
H25 3.2765 5.0769 -5.2357  0.26
H26 3.2985 3.5527 -6.1590  0.34
C25 2.2134 3.5181 -2.9036  -1.15
H27 3.1071 3.9202 -2.4113  0.21
C26 1.1512 3.0697 -2.1016  1.34
C27 1.2538 3.1081 -0.5976  -1.50
H28 0.2912 3.3710 -0.1286  0.23
H29 2.0183 3.8337 -0.2762  0.48
H30 1.5289 2.1140 -0.2045  0.07
C28 -1.2961 1.8991 -4.8439  -1.79
H31 -2.1105 2.6430 -4.9216  0.34
H32 -1.7008 1.0379 -4.2876  0.23
H33 -1.0449 1.5737 -5.8665  0.36
C29 -0.8376 -3.0781 4.3732  -0.93
N4 0.1378 -1.9953 4.5359  0.73
C30 0.8510 -2.0786 5.6797  -0.50
C31 1.6843 -1.0156 5.7731  -0.76
N5 1.5149 -0.2490 4.6842  0.20
C32 2.2026 1.0150 4.4697  -0.81
C33 0.5822 -0.8400 3.8864  -0.39
Se1 0.0806 0.0658 2.3434  -0.14
H34 -1.5465 -3.0932 5.2317  0.36
H35 -0.3167 -4.0609 4.3426  0.43
H36 -1.4316 -3.0172 3.5028  -0.01
H37 0.7469 -2.8649 6.4221  0.43
H38 2.3504 -0.8072 6.6004  0.40
H39 1.4495 1.8321 4.4035  0.29
H40 2.8740 1.2376 5.3288  0.30
H41 2.7986 0.9644 3.5417  0.24

The calculation puts the HOMO energy (alpha / beta) at -0.05 / -4.29 eV. The spin multiplicity is 5. The orbital gap (alpha / beta) comes out at 2.4 / 5.3 eV. The LUMO energy (alpha / beta) is 2.37 / 0.97 eV. The charge is -1.

---

The following is a quantum chemistry calculation of a structure of composition C8H26FeNO6, from OMol25.

Each line ends with the Mulliken charge.
Element x y z (Å)
Fe1 0.4848 1.0940 0.5658  1.23
C1 3.8096 0.2169 0.6322  -0.86
O1 2.5000 0.6880 0.6540  -0.72
H1 4.4241 0.9409 0.0803  0.26
H2 4.3214 0.2211 1.6023  0.26
H3 3.8656 -0.7502 0.1220  0.25
C2 0.8062 4.3971 0.9747  -0.92
O2 0.4450 3.0691 0.7583  -0.63
H4 1.6696 4.5467 1.6380  0.28
H5 0.9903 4.9754 0.0684  0.26
H6 0.0265 4.8362 1.6110  0.28
C3 -1.6457 1.3472 -2.9082  -1.00
C4 -0.1796 0.8750 -2.6937  -0.56
O3 0.1784 0.7329 -1.3595  -0.52
H7 -1.8593 1.2764 -3.9790  0.39
H8 -1.7136 2.4226 -2.7262  0.30
H9 -2.4417 0.8747 -2.3365  0.15
H10 0.4792 1.5997 -3.1841  0.35
H11 -0.0332 -0.0208 -3.3102  0.30
O4 0.3806 1.1668 2.6751  -0.33
H12 0.4161 1.9121 3.2823  0.24
H13 0.0617 0.4257 3.1988  0.27
O5 -1.5547 0.9148 0.8216  -0.28
H14 -1.9234 0.0306 0.6298  0.54
H15 -2.2872 1.4332 1.1641  0.26
C5 1.0452 -3.3840 0.3847  -1.42
C6 0.0621 -2.2614 0.1280  0.57
C7 -1.3894 -2.6715 0.5291  -0.93
O6 -2.3068 -1.5822 0.2894  -0.47
C8 -2.8518 -1.6216 -1.0471  -0.83
N1 0.4744 -1.0611 0.9185  -0.03
H16 1.3371 -3.8692 -0.5458  0.35
H17 0.5819 -4.1080 1.0621  0.35
H18 1.9465 -3.0945 0.9247  0.42
H19 0.1317 -1.8430 -0.8785  0.17
H20 -1.4619 -2.8186 1.6069  0.36
H21 -1.7167 -3.5434 -0.0365  0.39
H22 -3.5678 -0.8116 -1.1543  0.26
H23 -3.3825 -2.5484 -1.2773  0.36
H24 -1.9835 -1.5546 -1.7040  0.31
H25 1.4908 -1.1372 0.9149  0.11
H26 0.3695 -1.3159 1.9037  0.25

The calculation puts the HOMO energy (alpha / beta) at -7.89 / -7.41 eV. The spin multiplicity is 6. The orbital gap (alpha / beta) comes out at 7.8 / 7.4 eV. The LUMO energy (alpha / beta) is -0.04 / -0.06 eV.

---

Record order is preserved below.
DFT total energy: -592.0762; -323.7221; -4061.3737; -2090.1925 a.u.
Record order is preserved below.
F_max: 0.038; 0.017; 0.081; 0.088 hartree/bohr